This record from the OMol25 dataset describes a 2-piece molecular cluster, C17H17Br2F6N2 overall at a distorted geometry. The level of theory is ωB97M-V/def2-TZVPD.

Properties
calculated total energy = -6514.3630 a.u.
molar mass = 523.13 g mol⁻¹
energy above the lowest of the compared OMol25 structures with the same formula, charge and spin = 41.80 kcal/mol
charge = +1
E_LUMO = -3.105 eV

Cartesian coordinates (Å):
1 F -3.72075 1.48542 -5.57217
2 C -2.89009 -0.80297 -2.88345
3 F 2.15835 3.44097 -0.85659
4 C -3.57444 1.35064 -4.19980
5 H -1.69285 1.11639 -3.17148
6 F 0.95395 3.78559 1.95493
7 C 5.10875 -2.09723 3.31240
8 H -0.94721 0.71870 2.54974
9 H 2.44876 -3.77413 1.06891
10 C -2.43503 -0.77429 -1.40947
11 C -0.83413 2.38864 1.08974
12 H -1.85147 0.10371 -4.65079
13 H 0.52688 0.59469 1.51464
14 C -2.73421 -1.66012 -0.31097
15 C 3.40226 -1.93109 1.62338
16 C -0.55043 0.88300 1.52058
17 Br -0.16186 4.80381 -0.29076
18 C 4.36311 -1.32871 2.42782
19 H -1.32972 2.87798 1.97277
20 C 3.93644 -4.07028 2.58844
21 H -2.65563 -1.76581 -3.40658
22 H 5.47088 -4.06521 4.08983
23 C 1.54824 2.48573 -0.06076
24 H -1.57970 2.47854 0.26092
25 F -4.02961 2.98191 -2.49542
26 H 2.81717 -1.33101 0.93498
27 H 4.53105 -0.25899 2.36492
28 C 0.44353 3.23661 0.78728
29 H 5.85878 -1.62796 3.93808
30 Br 3.01674 1.77721 1.05691
31 H -4.01270 -0.71678 -2.86369
32 F 1.05073 1.54198 -0.92671
33 H -2.17208 -1.61946 1.74604
34 F -5.77024 1.82876 -3.39981
35 C -2.39490 0.44808 -3.73284
36 C -4.43162 2.02684 -3.37562
37 N -1.63083 0.16187 -0.75341
38 C 3.19294 -3.30266 1.70090
39 C -1.38976 -0.02837 0.56664
40 N -2.08771 -1.16957 0.83607
41 H -1.24681 0.97744 -1.22880
42 H -3.36848 -2.56351 -0.36381
43 C 4.89276 -3.46708 3.39600
44 H 3.77096 -5.13926 2.65105

Cartesian forces (eV/Å) of the 6 atoms listed first:
-0.852 -1.494 1.439
-0.519 0.974 0.086
-0.460 -1.504 0.733
1.021 0.425 -0.032
-0.304 -0.704 -0.403
-0.174 -1.134 -1.246

From a natural (NBO) analysis of the wavefunction, the atomic charges in e read: -0.301, -0.453, -0.321, 0.224, 0.216, -0.326, -0.208, 0.260, 0.207, 0.169, -0.484, 0.272, 0.276, -0.060, -0.232, -0.463, 0.071, -0.202, 0.276, -0.206, 0.267, 0.223, 0.583, 0.246, -0.295, 0.198, 0.199, 0.271, 0.221, 0.079, 0.261, -0.342, 0.456, -0.283, -0.469, 0.671, -0.487, -0.218, 0.444, -0.468, 0.448, 0.264, -0.201, 0.220